Here is a molecular structure, C48H45AuCl2GeNOS5Te from the OMol25 dataset. Energies are from ωB97M-V/def2-TZVPD.

CARTESIAN COORDINATES (ANGSTROEM)
Au 0.783 -0.939 -0.410
Te -0.166 3.300 -0.658
Ge -0.150 -2.158 2.826
Cl -3.396 2.863 1.813
Cl -2.708 1.192 -0.490
S 1.254 -3.474 -1.184
S 6.357 -3.415 -3.986
S 3.566 -3.837 -3.012
S 3.288 -1.329 0.478
S 5.257 -1.949 -1.643
O 1.301 -0.415 -2.509
N 0.196 1.140 -1.332
C -1.614 -1.727 4.116
C 2.465 4.150 -2.072
C 1.931 3.454 -0.977
C 3.192 -0.656 4.991
C 2.073 -0.783 4.181
C 1.995 -3.128 4.640
C 4.163 2.790 -0.347
C -0.107 2.391 -6.328
C 0.842 -6.043 1.478
C 3.843 4.157 -2.270
C 1.464 -2.020 3.986
C -0.733 2.115 -4.022
C 1.037 1.639 -6.098
C -2.032 5.597 -2.298
C -0.378 -6.697 1.379
C 6.189 3.482 -1.674
C -3.626 -1.076 5.961
C 1.330 5.622 1.500
C 0.056 7.643 0.819
C 1.598 4.906 -3.040
C 2.847 -3.088 -1.590
C -2.117 -0.431 4.207
C 0.896 -4.739 1.947
C 5.125 -3.085 -2.938
C 4.704 3.472 -1.424
C -1.481 -4.731 2.208
C 0.332 6.296 0.596
C 3.723 -1.773 5.620
C -1.199 9.773 0.358
C 3.121 -3.011 5.444
C -3.118 -0.103 5.111
C 1.301 1.136 -4.833
C 0.422 1.376 -3.781
C -0.335 5.585 -0.419
C -1.273 6.286 -1.187
C -3.123 -2.368 5.901
C 0.672 0.709 -2.461
C -3.626 1.292 1.022
C 2.793 2.776 -0.102
C -2.128 -2.686 4.987
C -1.537 7.633 -0.943
C -1.542 -6.037 1.746
C -0.991 2.628 -5.285
C -0.264 -4.064 2.325
C -0.886 8.327 0.063
C 2.287 2.058 1.114
C -0.224 -0.979 1.340
C 3.670 -2.190 -0.924
H 1.807 6.347 2.163
H -2.500 -6.538 1.653
H -3.500 0.910 5.153
H 4.248 4.700 -3.119
H 6.706 2.835 -0.965
H 4.604 -1.680 6.244
H 1.720 1.427 -6.912
H -0.422 -7.716 1.012
H -0.319 2.775 -7.319
H 0.721 4.316 -3.299
H -2.680 4.816 -1.893
H -3.265 0.520 1.692
H -1.441 2.277 -3.222
H 1.751 -6.543 1.167
H 1.251 5.840 -2.594
H 1.652 1.221 0.826
H -1.347 5.125 -3.003
H 1.670 0.089 3.674
H 2.103 5.117 0.926
H -1.799 10.216 -0.437
H 6.409 3.129 -2.683
H -1.699 0.342 3.570
H 2.144 5.133 -3.958
H -1.756 9.859 1.294
H -2.652 6.315 -2.841
H 0.573 8.169 1.619
H -2.281 8.147 -1.548
H 2.178 0.531 -4.645
H 3.660 0.313 5.122
H 6.592 4.494 -1.580
H -3.509 -3.127 6.573
H 1.688 2.724 1.738
H -1.897 3.199 -5.452
H 4.820 2.253 0.329
H -2.398 -4.217 2.480
H -4.682 1.175 0.810
H 3.114 1.655 1.701
H 1.852 -4.231 2.007
H -0.862 -0.106 1.489
H -1.735 -3.697 4.948
H 1.531 -4.100 4.513
H -4.403 -0.825 6.673
H -0.280 10.353 0.464
H 0.823 4.874 2.114
H 3.540 -3.888 5.924

Atoms 1-6, force components in eV/Å:
-0.67 0.32 -0.01
-0.05 1.33 -0.05
0.03 -0.07 0.36
-0.05 0.06 0.12
-0.44 -0.29 0.27
0.34 -0.28 -0.30

The spin multiplicity is 4. The total energy comes out at -7377.98957 a.u. Its charge is -2. The energy above the lowest of the compared OMol25 structures with the same formula, charge and spin comes out at 1.298 eV. The expectation value of S² is 3.79. The orbital gap (spin up / spin down) is 5.10 / 5.04 eV.

Results of the Löwdin charge analysis, in e, for atoms 1 through 99:
1 Au 0.674
2 Te 1.419
3 Ge 0.889
4 Cl 0.479
5 Cl 0.503
6 S 0.573
7 S 0.429
8 S 0.862
9 S 0.569
10 S 0.862
11 O -0.179
12 N -0.242
13 C -0.253
14 C -0.283
15 C -0.378
16 C -0.097
17 C -0.111
18 C -0.118
19 C -0.015
20 C -0.117
21 C -0.104
22 C -0.029
23 C -0.261
24 C -0.073
25 C -0.096
26 C -0.097
27 C -0.110
28 C -0.063
29 C -0.117
30 C -0.071
31 C -0.043
32 C -0.067
33 C -1.182
34 C -0.122
35 C -0.157
36 C -1.535
37 C -0.279
38 C -0.119
39 C -0.296
40 C -0.114
41 C -0.074
42 C -0.105
43 C -0.100
44 C -0.021
45 C -0.152
46 C -0.329
47 C -0.323
48 C -0.109
49 C -0.646
50 C -0.997
51 C -0.308
52 C -0.121
53 C -0.043
54 C -0.108
55 C -0.101
56 C -0.278
57 C -0.299
58 C -0.126
59 C -0.370
60 C -1.186
61 H 0.068
62 H 0.090
63 H 0.095
64 H 0.109
65 H 0.068
66 H 0.089
67 H 0.092
68 H 0.091
69 H 0.087
70 H 0.031
71 H 0.064
72 H -0.004
73 H 0.066
74 H 0.100
75 H 0.076
76 H -0.001
77 H 0.044
78 H 0.095
79 H 0.060
80 H 0.063
81 H 0.074
82 H 0.085
83 H 0.075
84 H 0.071
85 H 0.064
86 H 0.104
87 H 0.100
88 H 0.116
89 H 0.096
90 H 0.070
91 H 0.091
92 H 0.046
93 H 0.094
94 H 0.110
95 H 0.093
96 H 0.018
97 H 0.063
98 H 0.095
99 H -0.088

Here is a molecular structure, C48H45BBrI2N9O3PV from the OMol25 dataset. Energies are from ωB97M-V/def2-TZVPD.

CARTESIAN COORDINATES (ANGSTROEM)
I -0.524 -3.053 3.557
I -2.310 1.996 6.247
Br 1.074 5.797 -5.088
V -0.928 0.010 -0.528
P 1.981 1.216 1.047
O -1.942 1.122 -1.811
O -0.352 -0.899 1.101
O 0.158 1.703 -1.583
N -2.626 -1.032 -0.034
N 2.598 0.026 -1.516
N 3.295 1.625 -0.007
N -2.657 -2.388 0.050
N -1.138 1.524 0.870
N -1.546 -2.615 -2.172
N -0.952 -1.402 -2.295
N 0.763 -3.091 -0.389
N -0.396 -3.777 -0.243
C 3.165 -3.474 0.203
C 1.433 4.412 3.630
C -1.692 1.017 4.479
C 4.597 1.237 -2.022
C -2.525 3.406 -3.340
C -3.711 -0.566 0.588
C -0.149 3.787 -3.482
C -4.449 -1.639 1.100
C 1.571 3.124 3.135
C -1.911 3.099 3.069
C -1.201 1.004 2.125
C 1.178 -5.046 0.633
C -1.225 3.061 -2.978
C 1.717 -3.841 0.150
C -1.682 5.187 -4.723
C -4.114 0.873 0.635
C 4.038 1.138 3.056
C 4.721 0.535 4.099
C 1.730 5.301 1.423
C -1.207 -6.008 0.618
C -0.795 -0.368 2.179
C 3.278 -1.381 3.946
C -1.179 -2.330 -4.318
C 3.491 0.962 -1.204
C -4.147 -4.186 1.006
C 1.804 2.907 1.778
C -1.615 1.733 3.269
C 4.752 0.502 -3.181
C -1.697 -3.195 -3.379
C 1.857 4.013 0.926
C -1.761 3.634 1.812
C 2.751 -0.662 -2.639
C 4.332 -0.719 4.556
C -1.379 2.831 0.740
C -2.748 4.467 -4.199
C -0.165 -4.971 0.357
C -0.060 -0.026 -4.206
C 1.524 5.504 2.780
C -0.397 4.830 -4.348
C -0.976 1.900 -2.072
C -0.722 -1.217 -3.594
C 3.812 -0.467 -3.509
C -2.307 -4.540 -3.600
C 2.609 -0.783 2.887
C -0.933 -1.000 3.427
C -1.366 -0.319 4.555
C 2.962 0.489 2.448
C -3.756 -2.774 0.731
B -1.760 -3.330 -0.821
H -3.543 1.459 -0.079
H 1.814 6.150 0.754
H 5.560 1.041 4.563
H -5.173 0.949 0.384
H -0.714 -6.960 0.809
H -5.365 -1.584 1.665
H -1.847 6.010 -5.404
H 1.699 -5.846 1.136
H 4.337 2.125 2.719
H 5.315 1.995 -1.733
H -1.873 -6.122 -0.238
H -0.805 0.658 -4.621
H -2.403 -4.321 -1.004
H -5.130 -4.198 1.473
H 3.630 -3.552 -0.782
H 0.855 3.511 -3.186
H 1.812 -1.305 2.369
H 0.539 0.508 -3.475
H 1.276 4.564 4.691
H 1.421 6.510 3.171
H 1.993 3.847 -0.137
H -2.255 3.718 3.886
H 5.603 0.684 -3.826
H -1.949 4.686 1.641
H -4.187 -4.774 0.088
H -3.437 -4.664 1.682
H -1.444 -0.847 5.495
H 1.510 2.281 3.814
H 1.995 -1.420 -2.821
H -1.701 -5.321 -3.136
H -1.131 -2.475 -5.385
H -3.756 4.737 -4.485
H -3.981 1.293 1.635
H -1.809 -5.753 1.493
H -3.308 -4.598 -3.171
H 0.590 -0.347 -5.020
H 3.288 -2.452 0.549
H -2.372 -4.731 -4.670
H -3.344 2.827 -2.934
H 2.976 -2.361 4.294
H 3.976 2.321 0.248
H 3.686 -4.150 0.881
H -1.293 3.262 -0.245
H 4.855 -1.177 5.387
H 3.899 -1.057 -4.411

Atoms 1-6, force components in eV/Å:
0.01 0.24 -0.11
0.09 -0.14 -0.21
-0.10 -0.06 0.09
1.47 -0.20 -0.54
0.73 0.29 0.51
-0.73 0.89 -0.67

The spin multiplicity is 2. The total energy comes out at -7054.58675 a.u. Its charge is -1. The energy above the lowest of the compared OMol25 structures with the same formula, charge and spin comes out at 0.298 eV. The expectation value of S² is 0.82. The orbital gap (spin up / spin down) is 4.87 / 5.30 eV.

Results of the Löwdin charge analysis, in e, for atoms 1 through 99:
1 I 0.962
2 I 0.817
3 Br 0.700
4 V 0.865
5 P 1.144
6 O -0.083
7 O -0.223
8 O -0.059
9 N 0.014
10 N 0.113
11 N -0.124
12 N 0.067
13 N 0.008
14 N 0.039
15 N 0.070
16 N 0.131
17 N 0.022
18 C -0.037
19 C -0.086
20 C -0.659
21 C -0.033
22 C -0.007
23 C -0.298
24 C -0.056
25 C 0.012
26 C -0.098
27 C -0.076
28 C -0.177
29 C -0.038
30 C -0.127
31 C -0.364
32 C -0.134
33 C -0.013
34 C -0.107
35 C -0.096
36 C -0.095
37 C -0.038
38 C -0.455
39 C -0.082
40 C 0.004
41 C -0.384
42 C -0.024
43 C -0.346
44 C -0.242
45 C -0.096
46 C -0.275
47 C -0.107
48 C -0.054
49 C -0.151
50 C -0.098
51 C -0.128
52 C -0.072
53 C -0.336
54 C -0.030
55 C -0.104
56 C -0.669
57 C -0.656
58 C -0.322
59 C -0.087
60 C -0.031
61 C -0.105
62 C -0.612
63 C -0.241
64 C -0.334
65 C -0.273
66 B -0.487
67 H 0.053
68 H 0.097
69 H 0.095
70 H 0.082
71 H 0.076
72 H 0.105
73 H 0.095
74 H 0.098
75 H 0.102
76 H 0.099
77 H 0.064
78 H 0.086
79 H 0.095
80 H 0.078
81 H 0.069
82 H 0.117
83 H 0.060
84 H 0.049
85 H 0.103
86 H 0.094
87 H 0.098
88 H 0.056
89 H 0.098
90 H 0.107
91 H 0.073
92 H 0.056
93 H 0.071
94 H 0.113
95 H 0.103
96 H 0.081
97 H 0.101
98 H 0.103
99 H 0.080